Here is a molecular structure, C35H29BrFN5O3PtS3 in a non-equilibrium geometry from OMol25. Energies are from ωB97M-V/def2-TZVPD.

The geometry in ORCA input format:
```
! wB97M-V def2-TZVPD RIJCOSX def2/J DEFGRID3
* xyz 0 1
Pt 0.062 -1.365 0.103
F 5.521 3.020 0.556
C 5.516 1.706 0.210
C 4.347 0.994 0.262
C 4.318 -0.396 -0.043
C 3.094 -1.128 0.015
O 1.992 -0.510 0.216
C 3.225 -2.559 -0.119
C 4.433 -3.110 -0.410
N 5.564 -2.384 -0.634
C 6.796 -3.054 -0.912
C 7.422 -2.942 -2.277
C 6.817 -4.236 -1.830
C 5.543 -1.023 -0.390
C 6.694 -0.275 -0.505
C 6.707 1.112 -0.190
N 7.991 1.760 -0.424
C 8.067 3.230 -0.519
C 9.489 3.560 -1.035
N 10.088 2.313 -1.496
C 10.390 1.436 -0.371
C 9.100 1.307 0.460
C 2.120 -3.556 0.126
O 2.431 -4.732 0.266
O 0.890 -3.186 0.179
H 3.423 1.480 0.523
H 4.523 -4.183 -0.462
H 7.470 -3.076 -0.058
H 8.498 -2.868 -2.354
H 6.889 -2.374 -3.024
H 7.471 -5.058 -1.584
H 5.889 -4.540 -2.284
H 7.608 -0.726 -0.846
H 7.878 3.674 0.458
H 7.293 3.578 -1.202
H 10.088 4.033 -0.242
H 9.436 4.254 -1.872
H 10.910 2.478 -2.066
H 8.302 1.443 -1.357
H 11.210 1.809 0.260
H 10.684 0.463 -0.774
H 9.118 1.932 1.354
H 8.917 0.278 0.768
Br -1.124 0.744 0.122
C -2.906 -0.028 0.044
C -4.019 0.764 0.020
C -5.279 0.149 -0.049
C -5.380 -1.215 -0.072
C -4.234 -2.037 -0.038
C -4.320 -3.443 -0.070
C -3.180 -4.199 -0.088
C -1.916 -3.597 -0.070
C -1.759 -2.227 -0.008
C -2.943 -1.435 0.008
H -3.931 1.839 0.049
H -6.165 0.767 -0.093
H -6.347 -1.695 -0.113
H -5.294 -3.910 -0.072
H -3.248 -5.277 -0.115
H -1.045 -4.236 -0.093
S 3.300 8.268 -0.758
C 2.484 6.880 -0.384
S 3.140 5.308 -0.772
C 1.616 4.570 -0.152
N 0.802 5.468 0.281
N 1.256 6.730 0.174
C 0.384 7.742 0.619
C 0.830 9.003 1.001
C -0.083 9.952 1.427
C -1.432 9.652 1.492
C -1.872 8.386 1.138
C -0.974 7.433 0.702
S 1.395 2.921 -0.193
H 1.877 9.248 0.968
H 0.269 10.933 1.709
H -2.135 10.405 1.819
H -2.923 8.147 1.198
H -1.298 6.442 0.427
*
```

Output
LUMO level in eV: -1.62
Frontier orbital gap in hartree: 0.1635
Largest force on an atom in Eh/bohr: 0.0564
Molar mass in g mol⁻¹: 957.8